No. 1
19
Properties=species:S:1:pos:R:3:forces:R:3:lowdin_charge:R:1 method="wB97M-V/def2-TZVPD" orbital_gap_ev=10.79 relative_energy_kcal_mol=0.00 homo_energy_ev=-10.28 e_lumo_ev=0.51 spin_multiplicity=1
C 1.684 0.980 -0.552 0.01 -4.05 0.85 -0.028
C 0.724 0.489 0.532 -3.22 0.11 -3.32 -0.255
C 1.124 -0.263 1.673 0.71 1.85 3.40 -0.081
N -0.578 -0.536 -0.207 1.67 1.02 0.27 -0.251
C -0.631 -0.726 -1.640 -0.67 -1.05 -0.13 -0.164
S -2.029 -0.381 0.455 -0.11 -0.42 1.94 0.284
O -2.863 -1.536 0.308 0.54 0.39 -0.62 -0.323
O -1.832 0.133 1.781 -0.12 0.12 -0.47 -0.344
Cl -3.043 1.097 -0.573 0.22 0.06 -0.13 0.366
H 2.299 1.751 -0.205 0.98 1.07 0.63 0.072
H 2.264 0.101 -0.926 0.18 0.71 0.56 0.104
H 1.180 1.258 -1.408 -1.40 1.13 -1.60 0.045
H 0.057 1.272 0.760 -0.53 1.07 0.63 0.096
H 1.593 0.458 2.438 -0.70 -0.70 -0.98 0.139
H 1.895 -0.894 1.472 2.13 -2.25 -0.74 0.050
H 0.343 -0.763 2.214 -0.43 -0.08 -0.05 0.078
H -1.442 -1.401 -1.889 -0.09 -0.74 0.29 0.080
H -0.996 0.122 -2.153 0.36 1.59 -0.71 0.041
H 0.252 -1.160 -2.081 0.48 0.17 0.17 0.090

No. 2
72
Properties=species:S:1:pos:R:3:forces:R:3:lowdin_charge:R:1 method="wB97M-V/def2-TZVPD" orbital_gap_ev=8.57 charge=+1 relative_energy_kcal_mol=0.00 homo_energy_ev=-11.41 e_lumo_ev=-2.85 spin_multiplicity=1
C 5.054 1.965 1.640 0.01 -0.06 -0.25 -0.104
C 4.727 1.023 0.489 -0.11 -0.05 0.36 -0.262
C 3.771 -0.086 0.920 0.18 0.06 -0.47 -0.222
C 3.452 -1.048 -0.222 -0.17 -0.04 0.51 -0.214
C 2.575 -2.212 0.233 0.15 0.05 -0.48 -0.218
C 2.305 -3.205 -0.897 -0.05 -0.16 0.37 -0.208
C 1.384 -4.355 -0.483 -0.09 0.31 -0.18 -0.203
C -0.076 -3.919 -0.396 0.14 -0.38 0.07 -0.215
C -0.985 -5.011 0.167 -0.29 0.53 -0.01 -0.155
C -2.453 -4.591 0.156 0.23 -0.70 -0.41 -0.128
O -2.627 -3.383 0.924 0.01 0.05 0.48 0.035
C -2.678 -2.248 0.279 -0.14 0.70 0.10 -0.483
O -2.721 -2.072 -0.910 0.02 -0.15 -0.07 0.131
C -2.661 -1.056 1.263 0.17 -0.76 -0.08 0.023
N -2.843 0.166 0.531 0.29 0.40 -0.38 0.055
C -2.051 0.610 -0.461 0.05 0.14 -0.04 -0.132
C -0.716 0.033 -0.830 0.14 -0.44 -0.17 -0.092
O 0.206 0.985 -1.266 0.19 0.27 0.13 -0.058
C 0.717 1.893 -0.351 0.15 0.24 0.04 -0.223
C 0.303 1.987 0.967 -0.18 -0.26 -0.11 -0.022
C 0.863 2.945 1.801 0.07 0.10 0.03 -0.070
C 1.827 3.805 1.317 -0.07 0.03 0.14 -0.083
C 2.237 3.706 -0.003 -0.13 -0.13 0.01 -0.034
C 1.696 2.757 -0.855 -0.13 -0.14 -0.07 -0.213
C 2.128 2.643 -2.283 -0.02 -0.06 0.01 -0.022
N -2.612 1.662 -1.058 0.06 -0.63 0.49 0.039
C -2.106 2.419 -2.174 0.37 0.43 -0.60 0.041
C -3.819 1.924 -0.439 -0.58 -0.32 0.70 -0.120
C -4.779 2.903 -0.662 0.09 -0.06 -0.01 0.018
C -5.898 2.873 0.143 0.06 0.03 -0.07 -0.052
C -6.061 1.907 1.139 0.04 -0.08 0.04 -0.052
C -5.109 0.935 1.371 0.06 -0.04 -0.04 0.016
C -3.979 0.956 0.565 -0.35 0.72 -0.39 -0.110
H 5.533 1.422 2.452 0.06 -0.02 0.13 0.075
H 4.146 2.427 2.023 -0.05 0.06 0.09 0.051
H 5.728 2.751 1.310 0.08 0.14 0.06 0.073
H 5.649 0.575 0.114 0.02 -0.01 -0.11 0.112
H 4.276 1.589 -0.328 0.03 -0.01 -0.13 0.090
H 2.846 0.365 1.292 -0.06 0.00 0.09 0.102
H 4.221 -0.644 1.744 -0.02 -0.02 0.11 0.119
H 2.947 -0.504 -1.025 0.00 0.03 -0.13 0.104
H 4.385 -1.443 -0.627 0.05 0.00 -0.10 0.120
H 1.634 -1.815 0.623 -0.08 0.02 0.12 0.091
H 3.070 -2.735 1.055 -0.04 -0.02 0.10 0.122
H 3.261 -3.618 -1.223 0.04 0.05 -0.10 0.116
H 1.868 -2.680 -1.750 0.03 0.02 -0.12 0.113
H 1.466 -5.163 -1.212 -0.01 -0.11 0.04 0.117
H 1.708 -4.746 0.483 0.04 -0.10 0.05 0.118
H -0.427 -3.630 -1.389 -0.02 0.08 -0.03 0.124
H -0.142 -3.041 0.252 -0.02 0.11 0.00 0.092
H -0.894 -5.917 -0.432 -0.02 -0.09 0.01 0.128
H -0.684 -5.246 1.189 0.02 -0.10 0.02 0.125
H -3.081 -5.341 0.640 0.01 0.15 -0.06 0.134
H -2.800 -4.410 -0.865 -0.01 -0.05 0.18 0.130
H -3.465 -1.170 1.991 0.12 0.06 -0.05 0.142
H -1.709 -1.062 1.804 -0.12 0.02 -0.01 0.150
H -0.321 -0.549 0.013 -0.09 0.03 -0.06 0.127
H -0.852 -0.654 -1.676 -0.05 0.08 0.26 0.157
H -0.450 1.325 1.370 -0.04 -0.08 0.05 0.103
H 0.538 3.007 2.828 -0.03 0.01 0.09 0.110
H 2.262 4.551 1.963 0.05 0.07 0.07 0.112
H 2.996 4.374 -0.380 0.10 0.06 -0.08 0.123
H 2.336 1.605 -2.534 0.06 -0.04 -0.10 0.081
H 3.017 3.239 -2.463 0.05 0.04 -0.04 0.087
H 1.338 2.989 -2.949 -0.02 0.00 -0.13 0.085
H -1.646 3.345 -1.822 -0.01 -0.07 0.00 0.120
H -1.363 1.840 -2.716 -0.12 0.07 0.05 0.106
H -2.934 2.662 -2.838 0.01 -0.06 0.05 0.110
H -4.656 3.654 -1.424 0.01 0.10 -0.10 0.119
H -6.669 3.614 0.003 -0.06 0.08 -0.03 0.116
H -6.954 1.924 1.743 -0.08 -0.01 0.07 0.116
H -5.249 0.199 2.146 -0.02 -0.09 0.09 0.116

No. 3
106
Properties=species:S:1:pos:R:3:forces:R:3:lowdin_charge:R:1 method="wB97M-V/def2-TZVPD" orbital_gap_ev=3.83 charge=+1 homo_energy_ev=-9.42 e_lumo_ev=-5.59 spin_multiplicity=1
C -1.769 -0.677 2.127 2.64 4.84 -0.40 -0.020
C -1.617 -1.612 0.962 -2.60 -2.90 1.65 -0.460
C -2.874 -1.543 0.032 1.61 0.45 0.96 -0.104
C -2.657 -0.295 -0.767 0.86 1.88 -0.56 -0.146
C -1.438 -0.442 -1.646 1.81 4.66 7.36 -0.090
C -0.051 -0.513 -0.842 -2.32 1.03 -1.11 -0.390
N -0.321 -1.409 0.258 5.28 -2.73 3.17 0.072
O 0.726 -2.005 0.709 -5.14 2.15 -1.64 0.184
C 0.215 0.922 -0.260 0.87 -0.15 0.32 0.036
C 0.973 -1.123 -1.745 0.89 4.95 -1.36 0.011
C -1.689 -3.045 1.606 2.21 -1.31 -1.07 -0.023
H -1.732 0.470 1.720 -0.82 -2.63 1.19 0.099
H -0.892 -0.611 2.824 -0.47 -0.74 -0.66 0.106
H -2.617 -0.902 2.734 -0.79 -0.09 -0.01 0.094
H -3.735 -1.429 0.693 0.09 -0.21 0.02 0.134
H -2.945 -2.540 -0.476 -0.06 1.22 -0.22 0.141
H -2.418 0.728 -0.141 -1.76 -2.60 -1.40 0.146
H -3.419 -0.256 -1.530 -0.90 1.03 0.26 0.112
H -1.351 0.323 -2.293 0.37 3.04 -2.05 0.083
H -1.513 -1.199 -2.166 -0.61 -8.00 -5.13 0.042
H 0.399 1.609 -1.080 0.11 -0.20 -0.43 0.095
H 1.067 1.052 0.450 -0.52 -0.69 -0.54 0.104
H -0.671 1.314 0.204 -0.34 0.13 0.34 0.028
H 1.958 -1.038 -1.417 1.77 0.18 1.30 0.042
H 1.066 -0.398 -2.655 -0.75 -1.71 1.08 0.150
H 0.843 -2.109 -1.927 -0.99 -3.06 -1.16 0.058
H -1.580 -3.788 0.673 0.25 1.11 2.53 0.127
H -2.536 -3.400 2.221 -0.50 1.11 -0.98 0.106
H -0.928 -3.071 2.436 0.04 -0.67 -1.36 0.074
N 3.535 -2.378 3.222 3.01 0.91 0.84 0.010
C 4.547 -1.572 3.775 -7.84 3.16 2.71 -0.046
C 3.816 -0.489 4.606 0.70 -2.21 -3.31 -0.074
C 2.395 -0.716 4.406 1.19 -2.28 -1.39 -0.075
C 2.332 -1.984 3.584 5.97 8.52 5.88 -0.144
H 3.655 -3.165 2.586 0.27 0.38 0.47 0.166
H 5.521 -1.651 3.665 4.29 -0.81 -0.77 0.032
H 4.335 0.451 4.967 -0.81 -1.64 -0.18 0.083
H 1.522 -0.050 4.726 1.48 -1.39 -0.42 0.095
H 1.627 -2.409 3.203 -8.40 -4.72 -3.90 -0.021
N -6.027 3.853 -2.516 1.18 4.19 0.12 -0.072
C -7.261 3.302 -2.382 -0.69 -1.64 0.00 -0.160
C -7.131 1.866 -2.611 -0.38 -0.18 0.13 -0.119
C -5.778 1.638 -2.950 0.97 6.15 1.28 -0.101
C -5.029 2.967 -2.847 -5.47 -4.07 0.23 -0.110
H -5.913 5.023 -2.411 -0.22 -4.75 -0.45 0.247
H -8.098 4.017 -2.161 0.84 -1.36 -0.20 0.114
H -7.840 0.908 -2.526 1.17 2.99 -0.20 0.131
H -5.267 0.792 -3.214 0.82 -2.18 -0.51 0.031
H -4.030 3.142 -3.019 1.72 0.80 -0.22 0.021
N -0.425 3.965 -4.748 2.73 2.17 0.53 -0.101
C -1.587 4.696 -5.064 -0.36 0.32 -0.21 -0.153
C -2.668 3.749 -5.014 1.71 -1.34 -0.26 -0.096
C -2.022 2.367 -4.646 4.74 10.24 -0.38 -0.059
C -0.631 2.636 -4.377 -1.09 0.27 -2.12 -0.149
H 0.597 4.440 -4.740 -3.60 -1.58 0.07 0.200
H -1.481 5.974 -5.311 -0.54 -4.56 0.80 0.184
H -3.769 3.869 -5.339 2.22 -0.04 0.78 0.109
H -2.424 1.520 -4.555 -3.48 -6.44 0.62 -0.016
H 0.334 2.000 -4.290 -2.20 0.96 0.08 0.122
N -1.455 3.453 2.597 1.19 -0.51 0.83 -0.081
C -2.565 2.996 1.893 0.79 2.08 -2.95 -0.134
C -2.376 3.657 0.490 0.39 0.23 2.47 -0.099
C -1.103 4.468 0.556 1.18 -2.29 1.97 -0.090
C -0.421 4.127 1.890 -5.85 0.49 -3.30 -0.097
H -1.405 3.412 3.641 0.00 -0.38 -1.53 0.159
H -3.382 2.279 2.391 2.04 2.13 -1.37 0.141
H -3.170 3.696 -0.375 1.84 -0.35 1.97 0.093
H -0.526 5.095 -0.263 -1.70 -1.59 1.72 0.110
H 0.444 4.530 2.378 0.06 0.06 0.15 0.073
N 4.268 0.811 -2.228 0.09 -1.27 1.11 -0.036
C 3.918 1.139 -0.947 0.90 -0.01 2.71 -0.129
C 4.429 0.067 0.036 -0.98 1.38 -9.13 -0.028
C 4.946 -0.999 -0.857 -2.84 6.97 -3.10 -0.030
C 4.828 -0.443 -2.289 -1.09 1.14 9.12 -0.075
H 4.304 1.493 -2.979 -0.29 -0.47 0.16 0.152
H 3.457 2.212 -0.761 1.18 -2.64 -0.16 0.110
H 4.254 0.223 1.010 -0.26 -0.08 3.53 0.013
H 5.534 -1.756 -0.550 1.50 -2.79 0.63 0.024
H 5.094 -0.865 -3.115 1.69 -2.33 -4.87 0.026
N 5.137 3.657 2.196 -5.26 -0.02 -0.30 0.006
C 4.412 2.980 3.196 -2.41 0.76 -1.89 -0.124
C 3.007 2.909 2.883 2.79 0.30 -3.36 -0.086
C 2.917 3.500 1.500 4.80 1.94 2.28 -0.107
C 4.279 4.184 1.184 -3.71 -3.88 1.86 -0.059
H 6.055 3.905 2.287 2.66 0.71 0.36 0.097
H 4.829 2.589 4.088 0.81 -0.07 0.32 0.075
H 2.250 2.230 3.335 0.84 0.91 -0.20 0.079
H 2.045 3.550 0.903 -0.61 0.27 -0.48 0.021
H 4.548 4.773 0.270 0.10 -0.86 1.35 0.103
N 0.939 -6.323 -3.895 -0.50 0.53 -0.09 -0.077
C -0.434 -6.120 -3.907 -1.67 -0.72 2.17 -0.116
C -0.760 -5.705 -2.464 1.80 -0.61 -2.56 -0.145
C 0.435 -5.550 -1.702 2.66 -0.30 -2.76 -0.098
C 1.562 -5.949 -2.715 -6.07 0.49 1.02 -0.087
H 1.545 -6.663 -4.701 -1.58 0.73 1.47 0.179
H -1.168 -6.508 -4.814 2.29 1.22 2.77 0.147
H -1.715 -5.545 -1.968 -0.05 -0.08 -0.77 0.063
H 0.513 -5.062 -0.637 0.10 -1.41 -2.40 0.097
H 2.552 -6.045 -2.934 3.01 0.24 1.24 0.052
C 0.571 -5.389 6.418 -0.04 -3.36 -1.32 0.041
N 0.215 -4.907 5.111 -3.18 1.74 -2.29 -0.424
O 0.772 -5.326 4.100 -0.63 0.80 1.35 0.062
O -0.752 -4.077 5.122 2.43 -1.67 -0.65 0.008
H -0.360 -5.694 6.911 0.42 0.01 -0.10 0.118
H 0.948 -4.535 6.844 1.44 1.52 1.66 0.078
H 1.252 -6.249 6.149 -0.44 1.08 1.24 0.133